{"formula": "C9H9FN", "method": "ωB97M-V/def2-TZVPD", "smiles": "CC1=C2C(F)=C[N+]3=C[C@@]3(C)[C@H]12", "homo_lumo_gap_ev": [7.57, 7.57], "e_tot_ev": -13672.2389, "relative_energy_ev": 5.632, "mol_weight_g_mol": 150.18, "total_charge": 1, "symbols": ["C", "C", "C", "C", "F", "C", "N", "C", "C", "C", "C", "H", "H", "H", "H", "H", "H", "H", "H", "H"], "coordinates": [[-0.9170, -2.4089, -0.2507], [0.0631, -1.3649, -0.4614], [1.3481, -0.9979, -0.5052], [2.5334, -0.5438, 0.0532], [3.4327, -1.4187, 0.4712], [2.8122, 0.8218, -0.0601], [1.7497, 1.6249, -0.1345], [0.8607, 2.4026, -0.6840], [0.3363, 1.1365, -0.2937], [-0.5045, 1.0861, 0.9262], [0.3213, -0.0883, -1.1764], [-1.8228, -2.0779, -0.0214], [-0.4390, -3.0802, 0.3481], [-1.1718, -2.9490, -1.3100], [3.7819, 1.0885, 0.0162], [0.7537, 3.5195, -0.7649], [-0.2030, 0.1992, 1.5387], [-1.5420, 0.7732, 0.8357], [-0.3676, 2.1267, 1.4996], [0.3249, -0.1520, -2.1924]], "forces_ev_per_angstrom": [[2.24, -1.00, -4.96], [1.57, 0.27, -1.15], [-2.67, -0.53, 0.62], [0.81, 0.56, -0.87], [-0.06, 0.69, 0.00], [-1.27, -3.24, 1.11], [-1.14, 0.97, -1.81], [1.35, 1.62, 1.05], [-2.02, 0.02, -1.02], [0.62, 0.85, 2.70], [0.48, -0.81, 2.99], [-3.79, 1.44, 1.70], [0.42, -2.27, 1.92], [1.01, 1.21, 2.17], [2.84, 1.67, 0.44], [0.14, -1.41, -0.41], [0.51, 0.94, 0.08], [-0.29, 0.84, -0.88], [-0.61, -2.64, -0.85], [-0.17, 0.82, -2.80]], "lowdin_charge": [0.028, -0.088, 0.013, -0.155, 0.158, 0.068, 0.102, 0.185, -0.357, 0.012, -0.045, 0.043, 0.067, 0.188, 0.112, 0.180, 0.111, 0.099, 0.153, 0.124]}